# 1
Formula: C6H10
Source: OMol25
Level of theory: ωB97M-V/def2-TZVPD

```
16
C6H10 (ωB97M-V/def2-TZVPD)
C 0.26927 1.43600 0.04563
C -0.48092 -0.93206 -0.17081
C 2.03615 -0.42892 0.09042
C -1.10917 1.30674 0.26670
C -1.72135 -0.03178 -0.11560
C 0.68762 0.04979 -0.43463
H 2.81889 0.29969 -0.13889
H -0.28406 1.32591 1.23777
H -0.33455 -1.41862 0.80404
H 2.00400 -0.55293 1.18045
H -1.73603 2.15437 0.55305
H -2.49432 -0.37583 0.57856
H -2.19196 0.08065 -1.10217
H -0.55491 -1.72326 -0.92331
H 0.77552 0.20445 -1.52330
H 2.31581 -1.39420 -0.34792
```

Results
Highest occupied orbital energy in eV: -8.3093
Molar mass in g/mol: 82.15
Charge: 0
E_tot in eV: -6380.765
Gap between HOMO and LUMO in eV: 9.36
Multiplicity: 1
Energy above the lowest of the compared OMol25 structures with the same formula, charge and spin in kJ/mol: 298.57

# 2
Formula: C6H10
Source: OMol25
Level of theory: ωB97M-V/def2-TZVPD

```
16
C6H10 (ωB97M-V/def2-TZVPD)
C -0.35215 -0.77780 -0.35793
C 0.56600 0.07347 1.00996
C -0.12103 -1.25159 1.00161
C -0.78123 1.85627 0.05933
C 0.02221 1.41501 1.03860
C 0.49707 -0.88187 -1.58385
H 0.61095 -2.04921 1.06571
H 0.07225 -1.51675 -2.37338
H 0.36297 2.11305 1.80931
H -1.37539 2.75078 0.16037
H -0.81109 1.35535 -0.90080
H 1.61703 0.00064 1.36167
H 0.61330 0.12335 -2.02120
H 1.49067 -1.23481 -1.31088
H -0.99474 -1.38507 1.62831
H -1.41681 -0.59083 -0.58684
```

Results
Highest occupied orbital energy in eV: -7.7766
Molar mass in g/mol: 82.15
Charge: 0
E_tot in eV: -6380.558
SMILES: C=C[C@H]1C[C@@H]1C
Gap between HOMO and LUMO in eV: 8.95
Multiplicity: 1
Energy above the lowest of the compared OMol25 structures with the same formula, charge and spin in kJ/mol: 318.53